2 unconnected molecules or ions with the total composition C5H9NO in a non-equilibrium geometry, computed with ωB97M-V with the def2-TZVPD basis set.

## Properties
- ΔE to the lowest compared entry with this formula, charge and spin (kcal/mol) = 89.4
- highest occupied orbital energy (eV) = -9.3
- energy (Eh) = -325.79509

The geometry in ORCA input format:
```
! wB97M-V def2-TZVPD RIJCOSX def2/J DEFGRID3
* xyz 0 1
C 2.02 1.10 -0.28
C -0.73 0.54 1.44
O -1.22 1.56 0.79
C -0.92 -0.78 0.66
C -1.26 -0.74 -0.84
C 0.26 -1.63 0.90
N 1.18 -2.31 1.03
H 2.32 0.10 -0.61
H 2.87 1.77 -0.33
H 1.22 1.49 -0.93
H 1.66 1.04 0.75
H -1.57 1.36 -0.11
H -1.75 -1.24 1.21
H -1.39 -1.76 -1.21
H -0.47 -0.27 -1.43
H -2.21 -0.22 -1.03
*
```

Formally, the Löwdin partial charges of the atoms, in units of the elementary charge, are as follows:
1 C -0.0445
2 C -0.0442
3 O 0.0222
4 C -0.3705
5 C -0.0663
6 C -0.2280
7 N 0.1662
8 H 0.0223
9 H 0.0222
10 H 0.0138
11 H 0.0071
12 H 0.0950
13 H 0.1499
14 H 0.0925
15 H 0.0817
16 H 0.0807